[1]
{"formula": "C2H7OPS", "method": "ωB97M-V/def2-TZVPD", "e_homo_ev": -9.32, "e_above_lowest_ev": 3.132, "orbital_gap_ev": 8.936, "multiplicity": 1, "smiles": "CCSOP", "elements": ["S", "P", "O", "C", "C", "H", "H", "H", "H", "H", "H", "H"], "positions_angstrom": [[1.6003, 0.1234, 0.6070], [0.9219, 1.4505, -2.0886], [1.7645, 0.3212, -1.3030], [-0.2065, 0.0046, 0.8886], [-0.8153, -1.4095, 0.6356], [-0.4012, 1.3293, -1.4224], [-0.1712, -1.9313, -0.1538], [0.9700, 2.5351, -1.2058], [-0.3155, 0.1642, 1.9029], [-0.9114, -1.9341, 1.5627], [-1.8633, -1.3997, 0.3326], [-0.5722, 0.7464, 0.2439]], "forces_ev_per_angstrom": [[0.011, 0.188, -2.259], [-1.676, 0.115, 0.658], [-0.169, -0.855, 3.057], [1.242, -2.750, -1.879], [0.891, 0.320, -1.580], [0.535, -0.318, -1.153], [-1.156, 0.343, 1.286], [0.728, 0.721, 0.150], [-0.171, 1.266, 2.080], [0.757, -0.665, 0.546], [0.087, 0.472, -0.578], [-1.078, 1.163, -0.328]], "lowdin_charge": [0.847, 0.706, -0.871, -0.539, -0.143, -0.103, 0.091, -0.123, 0.039, 0.049, 0.064, -0.018]}

---

[2]
{"formula": "C4H8N", "method": "ωB97M-V/def2-TZVPD", "s_squared": 2.01, "total_charge": 1, "e_homo_ev": [-11.46, -16.61], "e_above_lowest_ev": 4.815, "orbital_gap_ev": [7.429, 8.177], "multiplicity": 3, "elements": ["N", "C", "C", "C", "C", "H", "H", "H", "H", "H", "H", "H", "H"], "positions_angstrom": [[0.2641, -0.5354, -0.7584], [1.3426, -0.7481, 0.2932], [-1.2751, 0.3275, 2.1457], [0.2333, -0.3124, 0.6726], [0.3714, 0.4977, -1.7929], [-1.8784, 0.3373, 1.3547], [0.9504, 1.3914, -1.3477], [-1.0139, 1.2408, 2.6694], [-0.2960, -1.2602, -1.2272], [0.7974, 0.0799, -2.6887], [-0.6399, 0.6907, -2.1555], [2.2569, -1.1730, 0.0266], [-1.1126, -0.5362, 2.8083]], "forces_ev_per_angstrom": [[-1.364, 0.359, -1.899], [0.845, -0.919, -0.708], [0.529, 0.877, 6.689], [0.325, -0.322, -1.564], [0.622, 1.830, 0.855], [-2.151, 0.001, -3.290], [-1.155, -1.304, -1.115], [-0.306, 0.161, -0.331], [0.415, -0.774, 1.231], [0.966, -0.246, -0.066], [-0.142, 0.682, 0.571], [1.426, -0.404, 0.442], [-0.011, 0.061, -0.815]], "lowdin_spin": [0.204, 0.045, 0.872, 0.678, 0.020, 0.070, 0.001, 0.044, 0.004, 0.006, 0.009, -0.001, 0.049]}

---

[3]
{"formula": "C34H36Cl2I2N3O3SiZr", "method": "ωB97M-V/def2-TZVPD", "total_charge": 1, "e_homo_ev": -10.55, "e_above_lowest_ev": 0.000, "orbital_gap_ev": 7.761, "multiplicity": 1, "elements": ["I", "I", "Zr", "Cl", "Cl", "Si", "O", "O", "O", "N", "N", "N", "C", "C", "C", "C", "C", "C", "C", "C", "C", "C", "C", "C", "C", "C", "C", "C", "C", "C", "C", "C", "C", "C", "C", "C", "C", "C", "C", "C", "C", "C", "C", "C", "C", "C", "H", "H", "H", "H", "H", "H", "H", "H", "H", "H", "H", "H", "H", "H", "H", "H", "H", "H", "H", "H", "H", "H", "H", "H", "H", "H", "H", "H", "H", "H", "H", "H", "H", "H", "H", "H"], "positions_angstrom": [[6.7539, -2.0318, 4.6127], [0.9568, -3.1254, 3.6579], [1.0089, -0.3096, -0.4205], [1.9415, -1.5777, -5.2673], [4.2786, -0.3182, -3.9999], [-1.8552, 1.2693, -1.0711], [1.6811, -1.4682, 1.0747], [1.4761, -0.1586, -2.5835], [2.3327, -1.8832, -1.5810], [3.1550, 0.6806, -0.3394], [-0.8816, -1.4577, -1.1463], [1.2753, 0.9858, 1.6287], [5.0632, -1.8571, 3.4182], [-3.1090, 2.0024, 2.8342], [-4.2729, 1.2572, 2.9380], [-4.4496, 3.9492, -2.9183], [-1.8340, -3.6495, -1.8600], [-3.9835, 0.5095, 0.6754], [3.8752, -2.4569, 3.7986], [-2.3829, 1.9937, 1.6506], [-1.7513, -0.4638, -1.8619], [5.1126, -1.1234, 2.2432], [-1.5289, -1.8376, 0.1516], [-2.3008, 2.3662, -3.6538], [2.3514, 1.7722, 1.7076], [2.7521, -2.3196, 2.9980], [2.2117, -1.1880, -2.6147], [-0.0622, 1.6699, -0.8282], [2.7960, -1.6094, 1.7935], [3.1221, 1.9461, 0.4293], [4.0002, -0.9891, 1.4167], [-2.7432, 2.3355, -2.3270], [-4.0018, 3.9591, -4.2293], [2.7290, 2.3839, 2.8936], [-4.7133, 0.5101, 1.8531], [4.2222, -0.2606, 0.1122], [0.5566, 0.7593, 2.7301], [0.8581, 1.3400, 3.9472], [-0.6818, -2.6721, -2.0061], [-2.7981, 1.2439, 0.5509], [-3.8251, 3.1420, -1.9780], [1.9649, 2.1709, 4.0286], [-2.9231, 3.1659, -4.5991], [-1.8178, -4.2502, -0.4473], [2.9977, -1.5373, -3.8621], [-1.2019, -3.2621, 0.5494], [2.2418, 2.6329, 4.9662], [6.0409, -0.6477, 1.9529], [2.6321, 2.6964, -0.1951], [-4.4898, 4.5864, -4.9638], [-0.2847, 0.0840, 2.6364], [-4.8440, 1.2616, 3.8570], [-0.1181, -3.3839, 0.6134], [0.0708, 2.5306, -0.1708], [3.3775, 0.9303, -1.3014], [3.6174, 2.9994, 2.9219], [-1.2709, -0.2880, -2.8297], [-2.8310, -4.5138, -0.1415], [4.1382, 2.2891, 0.6417], [-0.5552, -2.3127, -3.0272], [-2.5676, 3.1750, -5.6210], [-1.4467, 1.7712, -3.9626], [-2.7192, -0.9316, -2.0707], [-1.2390, -5.1744, -0.4407], [4.3557, -0.9802, -0.6953], [3.4704, -2.5057, -3.7394], [-1.7525, -4.4264, -2.6200], [-1.4798, 2.5918, 1.5901], [0.2424, 1.1274, 4.8089], [-4.1894, 3.1429, -0.9568], [-1.5730, -3.4356, 1.5594], [-2.7771, -3.1352, -2.0581], [0.2770, 1.9513, -1.8369], [-1.2512, -1.1066, 0.9292], [0.2513, -3.1527, -1.7069], [-5.2866, 4.5703, -2.6275], [-2.6095, -1.7071, 0.0334], [-4.3511, -0.0694, -0.1667], [3.8127, -3.0167, 4.7213], [-2.7723, 2.6005, 3.6715], [-5.6276, -0.0642, 1.9254], [5.1532, 0.3055, 0.2043]], "forces_ev_per_angstrom": [[0.050, -0.004, 0.037], [-0.073, -0.025, 0.026], [0.186, 0.187, 0.612], [0.027, 0.002, 0.009], [0.066, 0.038, -0.008], [-0.049, 0.118, -0.032], [0.022, -0.260, -0.466], [-0.087, 0.207, -0.254], [-0.015, 0.019, 0.008], [-0.106, -0.061, -0.007], [-0.011, 0.124, 0.014], [0.016, -0.105, -0.217], [-0.067, 0.086, -0.173], [-0.025, 0.011, 0.047], [-0.019, -0.021, 0.019], [-0.022, 0.019, -0.005], [-0.005, -0.001, -0.057], [0.000, 0.033, -0.038], [-0.076, -0.044, 0.040], [0.099, 0.044, 0.012], [0.075, -0.175, -0.083], [0.013, -0.007, 0.054], [-0.163, 0.078, -0.103], [0.029, 0.034, -0.026], [0.041, 0.054, 0.068], [0.247, 0.118, 0.042], [-0.120, 0.017, 0.021], [0.121, -0.210, -0.012], [-0.259, 0.186, 0.152], [0.037, -0.043, 0.027], [0.081, -0.058, 0.190], [0.086, -0.112, 0.027], [0.008, 0.003, -0.043], [-0.034, -0.049, -0.090], [0.004, -0.014, -0.008], [0.043, 0.040, -0.057], [-0.034, 0.041, 0.060], [0.006, -0.011, -0.040], [0.160, 0.037, 0.039], [-0.068, -0.064, -0.123], [-0.064, -0.021, 0.097], [0.009, -0.004, -0.025], [-0.015, 0.004, 0.025], [-0.020, -0.044, -0.015], [-0.080, -0.058, 0.065], [0.073, 0.019, 0.139], [-0.008, -0.001, 0.016], [0.016, 0.005, 0.002], [-0.028, -0.002, 0.032], [0.003, -0.002, -0.002], [0.002, 0.004, 0.002], [0.005, 0.015, 0.013], [-0.018, 0.009, -0.024], [-0.004, -0.010, 0.002], [0.021, -0.038, -0.007], [0.006, 0.010, 0.011], [-0.065, 0.029, -0.033], [-0.007, 0.018, -0.005], [-0.023, 0.004, -0.001], [-0.027, -0.032, -0.004], [0.004, 0.001, -0.008], [0.009, -0.024, 0.009], [-0.037, 0.075, 0.012], [-0.002, -0.004, 0.007], [-0.026, -0.021, 0.030], [-0.016, 0.009, -0.043], [0.025, 0.005, 0.002], [0.004, 0.001, -0.029], [-0.001, -0.002, 0.013], [-0.004, -0.007, 0.008], [-0.024, -0.011, -0.027], [-0.010, 0.001, 0.016], [0.026, 0.022, 0.022], [0.088, -0.056, 0.000], [-0.033, -0.043, -0.028], [-0.004, -0.001, 0.007], [0.053, -0.065, 0.095], [-0.017, 0.024, -0.005], [0.004, 0.000, 0.002], [0.007, 0.001, 0.006], [-0.010, -0.004, 0.000], [0.000, -0.034, -0.039]], "lowdin_charge": [0.908, 1.014, 1.852, 0.667, 0.662, 0.600, -0.340, -0.152, -0.055, -0.121, -0.300, 0.003, -0.744, -0.079, -0.073, -0.077, -0.155, -0.109, -0.220, -0.110, -0.212, -0.109, -0.186, -0.101, -0.254, -0.627, -0.788, -0.342, -0.387, -0.109, -0.137, -0.241, -0.078, 0.012, -0.070, -0.114, -0.122, -0.022, -0.169, -0.270, -0.088, -0.021, -0.079, -0.165, -0.995, -0.201, 0.121, 0.102, 0.134, 0.107, 0.102, 0.108, 0.077, 0.006, 0.111, 0.125, 0.083, 0.116, 0.135, 0.120, 0.106, 0.097, 0.098, 0.117, 0.119, 0.078, 0.122, 0.094, 0.120, 0.099, 0.096, 0.110, 0.017, 0.102, 0.117, 0.107, 0.120, 0.107, 0.084, 0.107, 0.109, 0.127]}

---

no.,DFT total energy (Ha)
1,-895.1010
2,-211.3414
3,-3559.5319